1.
Molecular formula: C5H8O
Method: DFT, ωB97M-V/def2-TZVPD

Its HOMO energy is -9.643 eV. The total energy is -7361.29567 eV. The LUMO energy comes out at 0.038 Ha. The calculation puts the largest force on an atom at 0.0090 Eh/bohr. Its energy above the lowest of the compared OMol25 structures with the same formula, charge and spin is 0.960 eV. For the orbital gap, the calculation gives 10.69 eV. The charge is 0.

Last column: Mulliken charge in e.
Cartesian coordinates (Å):
H  -0.380  -0.363  2.304  0.228
C  1.384  0.105  -1.480  -1.095
H  1.007  1.132  -1.557  0.301
H  -0.428  1.605  0.766  0.270
H  -2.046  1.094  0.087  0.269
H  0.906  -0.466  -2.283  0.348
O  1.807  -0.663  0.754  -0.556
H  -2.001  -0.927  1.666  0.257
C  0.996  -0.429  -0.117  0.516
C  -0.488  -0.511  0.099  -0.057
C  -1.113  0.788  0.550  -0.657
C  -1.073  -0.398  1.469  -0.554
H  -1.037  -1.078  -0.649  0.417
H  2.467  0.112  -1.610  0.313

***

2.
Molecular formula: C2H3N3O
Method: DFT, ωB97M-V/def2-TZVPD

Its HOMO energy is -8.905 eV. The total energy is -8636.33308 eV. The LUMO energy comes out at 0.024 Ha. The calculation puts the largest force on an atom at 0.0088 Eh/bohr. Its energy above the lowest of the compared OMol25 structures with the same formula, charge and spin is 4.161 eV. For the orbital gap, the calculation gives 9.57 eV. The charge is 0.

Last column: Mulliken charge in e.
Cartesian coordinates (Å):
N  0.810  -0.784  0.793  0.159
H  1.638  -1.225  1.163  0.213
N  -0.145  -0.279  1.635  -0.522
C  0.594  -0.439  -0.468  -0.183
N  -0.508  0.297  -0.395  0.218
C  -1.011  0.416  0.896  -0.309
H  -1.578  1.657  -0.887  0.432
H  1.154  -0.748  -1.338  0.404
O  -0.954  1.104  -1.399  -0.413

***

3.
Molecular formula: ClNO7Rb
Method: DFT, ωB97M-V/def2-TZVPD

Its HOMO energy is -4.477 eV. The total energy is -28991.32840 eV. The LUMO energy comes out at 0.050 Ha. The calculation puts the largest force on an atom at 0.1360 Eh/bohr. Its energy above the lowest of the compared OMol25 structures with the same formula, charge and spin is 1.222 eV. For the orbital gap, the calculation gives 5.84 eV. The charge is -1.

Last column: Mulliken charge in e.
Cartesian coordinates (Å):
N  10.462  -6.484  22.507  0.890
O  9.321  -6.384  21.903  -0.619
Rb  12.068  -10.197  22.713  0.954
O  10.397  -9.669  20.324  -0.563
O  10.676  -7.646  23.053  -0.646
O  12.252  -8.131  20.052  -0.554
O  11.194  -5.588  22.654  -0.599
Cl  11.359  -9.133  19.457  1.397
O  12.110  -10.351  19.021  -0.606
O  10.664  -8.305  18.357  -0.655

***

4.
Molecular formula: CHIS2
Method: DFT, ωB97M-V/def2-TZVPD

Its HOMO energy (spin up / spin down) is -8.756 / -8.756 eV. The total energy is -30821.54350 eV. The LUMO energy (spin up / spin down) comes out at -0.076 / -0.076 Ha. The calculation puts the largest force on an atom at 0.0389 Eh/bohr. Its energy above the lowest of the compared OMol25 structures with the same formula, charge and spin is 2.471 eV. For the orbital gap (spin up / spin down), the calculation gives 6.69 / 6.69 eV. The charge is 0.

Last column: Mulliken charge in e.
Cartesian coordinates (Å):
S  1.687  0.326  -0.416  0.010
C  0.208  -0.052  0.413  -0.235
I  -2.138  1.135  -0.959  -0.263
H  -0.533  0.161  1.243  0.470
S  0.777  -1.570  -0.281  0.018

***

5.
Molecular formula: C4H10O2
Method: DFT, ωB97M-V/def2-TZVPD

Its HOMO energy is -10.370 eV. The total energy is -8403.19971 eV. The LUMO energy comes out at 0.027 Ha. The calculation puts the largest force on an atom at 0.0715 Eh/bohr. Its energy above the lowest of the compared OMol25 structures with the same formula, charge and spin is 2.347 eV. For the orbital gap, the calculation gives 11.11 eV. The charge is 0.

Last column: Mulliken charge in e.
Cartesian coordinates (Å):
C  -0.523  1.450  -0.095  -0.462
H  -1.445  1.118  0.403  0.338
H  -1.331  3.104  -0.726  0.311
H  1.266  0.343  -0.832  0.297
C  0.117  -2.130  0.336  -0.870
C  0.222  0.192  -0.519  -0.129
O  -0.831  2.375  -1.127  -0.533
H  1.317  -0.518  1.300  0.385
H  1.041  -2.692  0.176  0.261
H  -0.188  0.415  -2.030  0.383
H  -0.647  -2.731  0.832  0.298
H  0.151  1.894  0.645  0.307
C  0.334  -0.735  0.858  -0.587
H  -0.453  -0.427  1.565  0.294
O  -0.419  -0.473  -1.589  -0.578
H  -0.307  -1.882  -0.662  0.284

***

6.
Molecular formula: C4H4O
Method: DFT, ωB97M-V/def2-TZVPD

Its HOMO energy is -8.801 eV. The total energy is -6258.87470 eV. The LUMO energy comes out at 0.043 Ha. The calculation puts the largest force on an atom at 0.0867 Eh/bohr. Its energy above the lowest of the compared OMol25 structures with the same formula, charge and spin is 0.505 eV. For the orbital gap, the calculation gives 9.96 eV. The charge is 0.

Last column: Mulliken charge in e.
Cartesian coordinates (Å):
C  0.321  0.948  -0.023  -0.275
H  -1.925  0.961  -0.115  0.335
C  1.183  -0.098  -0.028  -0.122
H  -1.453  -1.778  0.271  0.324
C  -0.985  0.363  -0.091  -0.347
H  2.356  -0.140  -0.012  0.293
H  0.695  1.935  0.108  0.385
C  -0.762  -0.952  -0.025  -0.348
O  0.570  -1.239  -0.085  -0.245

***

7.
Molecular formula: C47H47N5P2STi
Method: DFT, ωB97M-V/def2-TZVPD

Its HOMO energy (spin up / spin down) is -12.372 / -12.684 eV. The total energy is -109471.63437 eV. Its expectation value of S² is 2.0057. The LUMO energy (spin up / spin down) comes out at -0.195 / -0.209 Ha. The calculation puts the largest force on an atom at 0.0134 Eh/bohr. Its energy above the lowest of the compared OMol25 structures with the same formula, charge and spin is 0.811 eV. For the orbital gap (spin up / spin down), the calculation gives 7.06 / 7.01 eV. As for the multiplicity: 3. The charge is +2.

Last column: Mulliken spin population.
Cartesian coordinates (Å):
C  -0.260  -3.739  0.630  -0.029
H  -4.187  -0.633  -0.930  0.002
C  5.391  1.582  0.837  0.000
C  0.338  3.855  -2.320  0.001
C  1.310  -2.476  -1.351  -0.014
H  -3.078  1.366  -3.315  0.000
C  -3.496  1.201  -0.035  0.027
N  4.061  1.496  1.446  0.001
H  -4.449  2.185  -5.190  0.000
N  4.428  -0.536  0.748  0.000
H  0.240  4.805  -2.829  0.000
N  -0.555  1.930  2.354  -0.067
C  0.702  -5.108  2.368  0.001
H  4.251  -3.221  -3.758  0.000
C  1.373  -3.687  -2.046  -0.001
C  -0.174  2.710  -2.918  0.000
H  -5.087  1.909  -1.284  0.000
H  2.453  2.376  2.398  0.003
H  -2.652  -0.969  -2.825  0.001
H  5.931  0.033  -0.621  0.000
C  -0.065  1.457  -2.310  0.088
C  0.262  3.109  4.221  -0.015
H  -1.318  -2.995  -2.293  0.000
C  -0.021  4.295  3.555  0.021
C  -4.177  2.174  -0.764  -0.002
H  -2.060  -0.149  -1.401  0.097
H  4.041  2.999  2.897  0.000
H  0.676  3.130  5.218  0.000
H  -1.522  0.755  -7.964  0.000
C  -3.068  1.522  -6.695  0.000
C  -1.094  0.414  -5.890  0.000
C  1.124  2.553  -0.480  -0.003
C  -1.522  0.574  -4.577  -0.001
H  -0.856  -2.839  5.713  0.000
S  2.082  -0.282  2.029  0.006
C  -2.738  1.219  -4.335  0.002
H  0.785  0.463  -0.578  -0.149
H  0.367  -1.146  7.067  0.000
H  -4.172  4.218  -1.405  0.000
C  -0.610  -1.868  5.304  -0.006
C  -2.557  3.782  -0.057  -0.005
H  -3.354  -0.845  0.622  0.004
H  3.368  3.461  1.321  0.000
H  -0.354  -6.920  2.829  0.000
H  -1.918  -2.219  2.169  0.039
H  2.319  -0.616  -0.985  -0.009
H  -0.647  2.800  -3.887  0.000
C  3.558  0.265  1.368  0.009
C  -1.864  0.888  -6.947  0.000
C  -1.782  -0.867  -2.173  -0.059
H  -4.991  -0.191  0.570  0.001
C  -1.516  -2.235  -1.535  -0.031
C  3.433  -3.015  -3.080  0.000
C  1.001  3.785  -1.104  -0.002
H  0.216  5.240  4.025  0.001
C  -0.695  4.283  2.339  -0.012
H  1.483  -5.282  3.097  0.000
P  -0.460  -0.089  -3.247  0.006
C  -0.992  -1.563  3.997  0.036
C  2.333  -1.553  -1.519  0.022
C  -4.029  -0.198  0.056  0.024
C  -0.982  3.051  1.773  0.020
H  -2.181  4.795  -0.029  0.001
C  0.062  -0.927  6.053  0.009
N  -2.374  1.494  0.630  -0.011
C  -3.676  3.459  -0.816  0.009
C  -1.283  -4.668  0.474  0.001
H  4.167  -1.080  -2.521  0.000
C  0.735  -3.967  1.583  0.013
C  -0.329  -6.028  2.216  0.000
H  2.459  -4.896  -3.436  0.000
H  -0.155  -0.088  -6.090  0.000
C  3.445  2.651  2.051  -0.003
C  2.424  -3.954  -2.904  0.000
H  -1.380  -3.531  3.216  0.002
H  0.789  1.096  6.086  0.001
H  6.508  -0.301  1.019  0.000
H  1.431  4.674  -0.660  0.001
H  4.267  -1.526  0.680  -0.001
H  -2.058  -4.526  -0.268  0.000
H  -3.670  1.888  -7.516  0.000
P  -0.159  -2.184  -0.301  0.033
C  5.692  0.127  0.437  0.000
H  0.600  -4.434  -1.908  0.000
H  6.108  1.974  1.559  0.000
H  -2.112  -6.530  1.136  0.000
H  1.650  2.459  0.463  -0.006
C  -1.961  2.787  0.688  0.046
C  0.307  0.326  5.503  -0.003
C  -3.507  1.688  -5.385  0.000
C  0.577  1.418  -1.065  0.109
C  -0.087  0.566  4.206  0.043
C  3.388  -1.819  -2.383  -0.001
H  -2.815  -2.597  3.645  0.002
H  5.366  2.256  -0.021  0.000
C  -0.051  1.914  3.588  0.061
H  1.536  -3.247  1.710  -0.001
H  -1.024  5.206  1.883  0.000
N  -0.694  -0.383  3.445  0.009
Ti  -0.660  0.139  1.262  1.704
C  -1.816  -2.532  3.209  -0.022
H  -2.426  -2.536  -1.006  0.000
C  -1.317  -5.809  1.268  0.001

***

8.
Molecular formula: C10H6Br2LiN3O2
Method: DFT, ωB97M-V/def2-TZVPD

Its HOMO energy is -8.266 eV. The total energy is -159322.40117 eV. The LUMO energy comes out at -0.032 Ha. The calculation puts the largest force on an atom at 0.0326 Eh/bohr. Its energy above the lowest of the compared OMol25 structures with the same formula, charge and spin is 0.267 eV. For the orbital gap, the calculation gives 7.38 eV. The charge is 0.

Last column: Mulliken charge in e.
Cartesian coordinates (Å):
C  -0.734  -2.526  -0.043  0.656
H  -1.041  -4.672  0.006  0.444
Br  3.936  -5.158  0.047  -0.158
C  -2.873  -3.584  -0.011  -0.135
C  1.494  -3.695  -0.022  -0.406
C  -1.493  -3.696  -0.022  -0.407
H  -4.538  -2.216  -0.011  0.428
H  4.538  -2.216  -0.011  0.429
C  0.734  -2.526  -0.043  0.655
C  -2.622  -1.232  -0.023  -0.336
H  1.041  -4.672  0.006  0.442
C  3.467  -2.332  -0.022  -0.452
C  2.873  -3.585  -0.011  -0.134
H  -3.019  -0.227  -0.012  0.422
N  0.000  0.473  3.116  0.294
C  -3.466  -2.333  -0.022  -0.450
Li  0.000  -0.242  1.055  0.867
H  3.019  -0.227  -0.012  0.421
O  0.000  -0.742  2.847  -0.538
C  2.622  -1.232  -0.023  -0.335
Br  -3.935  -5.158  0.047  -0.158
N  -1.308  -1.326  -0.036  -0.494
N  1.309  -1.325  -0.036  -0.494
O  0.000  1.245  2.139  -0.560